1.
Below is 2 unconnected molecules or ions with the total composition C4H12N3S at a distorted geometry, with properties calculated with wB97M-V/def2-TZVPD.

Structure (XYZ):
```
20
Properties=species:S:1:pos:R:3
C -1.76 1.64 0.37
C -0.42 1.97 -0.26
S -0.16 1.07 -1.80
N -1.71 0.29 0.93
H -2.53 1.77 -0.40
H -2.06 2.32 1.18
H 0.36 1.73 0.46
H -0.33 3.03 -0.51
H -1.74 -0.40 0.18
H -2.47 0.10 1.56
C 2.38 -0.55 0.30
N 1.15 -1.35 0.47
C 0.64 -1.98 -0.63
N -0.48 -2.61 -0.56
H 2.58 0.05 1.18
H 3.22 -1.21 0.10
H 2.23 0.13 -0.55
H 0.41 -0.88 0.98
H 1.27 -2.00 -1.53
H -0.59 -3.12 -1.44
```

Summary:
**HOMO level (alpha / beta)**: -8.83 / -8.79 eV
**Net charge**: 0
**Spin multiplicity**: 2
**E_LUMO (alpha / beta)**: 0.031 / -0.075 Eh
**Energy above the lowest of the compared OMol25 structures with the same formula, charge and spin**: 0.0 kcal per mole
**Frontier orbital gap (alpha / beta)**: 9.67 / 6.76 eV
**Total energy**: -19646.56531 eV
**⟨S²⟩**: 0.753

---

2.
Below is a molecular structure, CH3NOP2S at a distorted geometry, with properties calculated with wB97M-V/def2-TZVPD.

Structure (XYZ):
```
9
Properties=species:S:1:pos:R:3
C -0.22 0.44 -1.55
N 0.28 1.29 -0.64
O -1.01 -0.52 0.61
P -1.04 -1.04 -1.02
P -0.07 0.86 0.81
S 0.16 1.57 2.60
H -0.07 0.83 -2.51
H 0.86 -2.06 0.67
H 1.11 -1.37 1.03
```

Summary:
**HOMO level**: -8.59 eV
**Net charge**: 0
**E_LUMO**: -0.027 Eh
**Energy above the lowest of the compared OMol25 structures with the same formula, charge and spin**: 41.1 kcal per mole
**Frontier orbital gap**: 7.86 eV
**Total energy**: -34034.75025 eV

---

3.
Below is a molecular structure, C44H37Cl3CrN4O2P2S, with properties calculated with wB97M-V/def2-TZVPD.

Structure (XYZ):
```
94
Properties=species:S:1:pos:R:3
Cr -0.19 -0.33 -0.77
C -1.02 0.71 2.39
P 0.71 0.87 3.01
C 0.59 2.54 3.75
C 1.15 2.73 5.01
C 1.05 3.96 5.65
C 0.40 5.01 5.03
C -0.17 4.83 3.78
C -0.08 3.61 3.15
C 1.64 1.17 1.37
C 2.88 0.24 1.35
C 3.79 0.30 0.17
C 3.69 1.02 -1.00
C 2.69 1.89 -1.39
C 1.51 2.15 -0.51
C -1.32 -0.70 2.04
C -1.94 -1.66 2.81
C -1.96 -2.86 2.04
C -1.35 -2.57 0.85
C -1.09 -3.42 -0.35
P 0.29 -2.64 -1.23
C 0.36 -3.42 -2.87
C -0.66 -3.11 -3.76
C -0.69 -3.69 -5.02
C 0.31 -4.57 -5.40
C 1.33 -4.89 -4.51
C 1.36 -4.32 -3.25
C 1.82 -3.07 -0.35
C 1.77 -3.53 0.97
C 2.95 -3.74 1.67
C 4.18 -3.51 1.06
C 4.23 -3.05 -0.24
C 3.05 -2.82 -0.94
N -0.94 -1.25 0.84
H -1.23 1.39 1.57
H -1.65 1.01 3.24
H 1.67 1.91 5.48
H 1.49 4.09 6.63
H 0.33 5.97 5.53
H -0.69 5.66 3.30
H -0.54 3.48 2.17
H 2.52 -0.78 1.49
H 4.67 -0.32 0.29
H 4.52 0.90 -1.69
H 2.79 2.46 -2.30
H 0.78 2.81 -0.99
H -2.33 -1.52 3.80
H -2.38 -3.82 2.33
H -1.94 -3.42 -1.04
H -0.86 -4.46 -0.09
H -1.46 -2.44 -3.46
H -1.49 -3.45 -5.70
H 0.29 -5.02 -6.38
H 2.10 -5.59 -4.80
H 2.15 -4.58 -2.56
H 0.82 -3.68 1.46
H 2.90 -4.08 2.69
H 5.09 -3.68 1.62
H 5.18 -2.86 -0.72
H 3.10 -2.43 -1.96
C -4.20 3.39 2.92
C -4.03 2.45 1.76
C -3.57 2.92 0.53
C -3.41 2.06 -0.54
C -3.70 0.71 -0.38
C -4.14 0.21 0.84
C -4.31 1.09 1.90
S -3.47 -0.39 -1.74
O -4.16 0.16 -2.88
O -3.81 -1.72 -1.30
N -1.87 -0.33 -1.98
C -1.23 0.16 -3.09
C -1.72 0.44 -4.38
C -0.80 0.79 -5.34
C 0.56 0.85 -5.05
C 0.95 0.59 -3.76
N 0.08 0.29 -2.79
H -3.41 4.14 2.94
H -4.19 2.86 3.87
H -5.15 3.92 2.85
H -3.34 3.97 0.41
H -3.08 2.43 -1.50
H -4.33 -0.85 0.95
H -4.65 0.71 2.86
H -2.77 0.35 -4.58
H -1.15 1.00 -6.35
H 1.29 1.09 -5.80
H 1.99 0.61 -3.46
Cl 3.31 4.05 2.73
C 2.59 3.68 1.22
Cl 2.73 4.96 0.05
Cl 3.90 0.56 2.82
C 1.99 2.56 0.87
N 0.91 0.92 0.10
```

Summary:
**HOMO level (alpha / beta)**: -7.23 / -7.21 eV
**Net charge**: 0
**Spin multiplicity**: 5
**E_LUMO (alpha / beta)**: -0.017 / -0.025 Eh
**Energy above the lowest of the compared OMol25 structures with the same formula, charge and spin**: 6.4 kcal per mole
**Frontier orbital gap (alpha / beta)**: 6.75 / 6.51 eV
**Total energy**: -151685.27966 eV
**⟨S²⟩**: 6.097

---

4.
Below is a single CH4FNS2 molecule at a distorted geometry, with properties calculated with wB97M-V/def2-TZVPD.

Structure (XYZ):
```
9
Properties=species:S:1:pos:R:3
C 0.84 0.68 0.22
N -0.30 -0.12 -0.20
S -0.01 -2.05 0.15
S -1.76 0.27 -0.60
F -2.66 0.73 0.79
H 1.17 0.56 1.27
H 1.85 0.37 -0.20
H 0.81 1.66 -0.31
H 0.04 -2.11 -1.11
```

Summary:
**HOMO level**: -8.98 eV
**Net charge**: 0
**E_LUMO**: -0.013 Eh
**Structure (SMILES)**: CN(S)SF
**Energy above the lowest of the compared OMol25 structures with the same formula, charge and spin**: 28.9 kcal per mole
**Frontier orbital gap**: 8.63 eV
**Total energy**: -26977.43466 eV

---

5.
Below is a molecular structure, C36H32HgN10OP, with properties calculated with wB97M-V/def2-TZVPD.

Structure (XYZ):
```
81
Properties=species:S:1:pos:R:3
Hg -0.40 -0.12 -0.15
N 2.89 1.35 1.16
P 2.67 -0.22 0.54
C 4.40 -0.62 0.03
C 4.62 -0.88 -1.32
C 5.90 -1.19 -1.77
C 6.95 -1.23 -0.87
C 6.73 -0.98 0.47
C 5.46 -0.68 0.93
C 2.70 -1.22 2.07
C 2.73 -2.60 1.89
C 2.74 -3.45 2.98
C 2.73 -2.93 4.26
C 2.71 -1.56 4.45
C 2.67 -0.71 3.36
C 2.17 2.44 0.73
C 2.28 3.68 1.36
C 1.51 4.73 0.90
C 0.69 4.53 -0.21
C 0.69 3.28 -0.80
N 1.39 2.26 -0.33
H 3.56 1.51 1.91
H 3.79 -0.84 -2.00
H 6.07 -1.40 -2.81
H 7.95 -1.45 -1.22
H 7.55 -1.03 1.17
H 5.29 -0.52 1.98
H 2.77 -3.00 0.88
H 2.72 -4.52 2.83
H 2.73 -3.60 5.11
H 2.69 -1.15 5.45
H 2.59 0.36 3.52
H 2.95 3.81 2.20
H 1.56 5.70 1.37
H 0.08 5.33 -0.60
H 0.10 3.08 -1.69
N -1.30 0.69 3.21
C -1.41 0.64 4.55
C -0.78 -0.52 4.95
C -0.34 -1.12 3.76
N -0.66 -0.36 2.72
H -1.69 1.36 2.56
H -1.90 1.40 5.12
H -0.65 -0.88 5.95
H 0.18 -2.04 3.63
C -6.18 4.09 -0.03
C -4.86 3.41 -0.17
C -4.62 2.46 -1.15
C -3.36 1.89 -1.25
N -2.36 2.20 -0.45
C -2.58 3.10 0.50
C -3.80 3.73 0.67
H -6.88 3.74 -0.79
H -6.05 5.17 -0.14
H -6.61 3.91 0.95
H -5.41 2.15 -1.83
H -3.15 1.16 -2.02
H -1.74 3.33 1.13
H -3.93 4.46 1.46
N -1.54 -5.99 1.52
C -0.21 -5.84 1.44
O 0.59 -6.30 2.24
C 0.25 -5.01 0.28
C 1.15 -5.51 -0.65
C 1.61 -4.67 -1.65
C 1.17 -3.35 -1.66
N 0.32 -2.87 -0.77
C -0.14 -3.68 0.18
H -1.92 -6.54 2.28
H -2.18 -5.64 0.81
H 1.48 -6.53 -0.58
H 2.30 -5.02 -2.40
H 1.51 -2.65 -2.41
H -0.83 -3.24 0.89
N -2.89 -0.82 0.53
C -3.46 -1.61 -0.11
C -4.12 -2.59 -0.80
C -5.17 -2.30 -1.67
N -6.04 -2.05 -2.38
C -3.68 -3.88 -0.57
N -3.25 -4.93 -0.33
```

Summary:
**HOMO level (alpha / beta)**: -7.26 / -7.63 eV
**Net charge**: 0
**Spin multiplicity**: 2
**E_LUMO (alpha / beta)**: 0.012 / -0.063 Eh
**Energy above the lowest of the compared OMol25 structures with the same formula, charge and spin**: 11.6 kcal per mole
**Frontier orbital gap (alpha / beta)**: 7.59 / 5.92 eV
**Total energy**: -68262.36306 eV
**⟨S²⟩**: 0.753

---

6.
Below is a single C22H21NO6 molecule at a distorted geometry, with properties calculated with wB97M-V/def2-TZVPD.

Structure (XYZ):
```
50
Properties=species:S:1:pos:R:3
C -6.47 -1.02 -0.31
O -5.39 -0.63 -1.14
C -4.18 -0.50 -0.50
C -3.58 0.74 -0.50
C -2.34 0.93 0.11
C -1.71 2.24 0.09
N -2.41 3.34 0.14
O -1.54 4.38 0.10
C -0.28 3.92 0.04
C 0.81 4.91 -0.04
C -0.31 2.54 0.02
C 0.76 1.58 -0.12
C 2.04 1.80 0.22
C 3.13 0.85 0.07
C 2.92 -0.50 -0.24
C 3.99 -1.37 -0.37
C 5.29 -0.91 -0.18
C 6.46 -1.81 -0.31
O 7.61 -1.47 -0.17
O 6.13 -3.07 -0.62
C 5.51 0.43 0.14
C 4.44 1.29 0.27
C -1.74 -0.14 0.76
C -2.32 -1.41 0.76
O -1.59 -2.34 1.43
C -2.08 -3.65 1.64
C -3.54 -1.61 0.09
O -4.13 -2.87 0.03
C -4.21 -3.41 -1.27
H -7.33 -1.10 -0.98
H -6.30 -1.97 0.18
H -6.67 -0.25 0.44
H -4.08 1.57 -0.97
H 1.57 4.58 -0.75
H 1.29 5.04 0.93
H 0.40 5.87 -0.36
H 0.46 0.63 -0.53
H 2.32 2.75 0.64
H 1.92 -0.88 -0.37
H 3.82 -2.41 -0.60
H 6.94 -3.61 -0.69
H 6.52 0.77 0.28
H 4.62 2.33 0.51
H -0.82 -0.02 1.30
H -2.10 -4.23 0.72
H -3.08 -3.64 2.08
H -1.38 -4.10 2.34
H -4.74 -4.36 -1.17
H -3.21 -3.59 -1.69
H -4.77 -2.76 -1.95
```

Summary:
**HOMO level**: -8.27 eV
**Net charge**: 0
**E_LUMO**: -0.007 Eh
**Structure (SMILES)**: COc1cc(-c2noc(C)c2/C=C/c2ccc(C(=O)O)cc2)cc(OC)c1OC
**Energy above the lowest of the compared OMol25 structures with the same formula, charge and spin**: 94.8 kcal per mole
**Frontier orbital gap**: 8.08 eV
**Total energy**: -36927.68449 eV

---

7.
Below is 2 unconnected molecules or ions with the total composition C9H14 at a distorted geometry, with properties calculated with wB97M-V/def2-TZVPD.

Structure (XYZ):
```
23
Properties=species:S:1:pos:R:3
C 0.60 -2.92 1.43
C -0.09 -1.94 0.53
C 0.09 -1.98 -0.85
C -0.55 -1.07 -1.69
C -1.38 -0.11 -1.14
C -1.57 -0.06 0.23
C -0.93 -0.98 1.05
H 0.57 -3.92 0.92
H 0.07 -3.00 2.35
H 1.71 -2.66 1.66
H 0.73 -2.72 -1.24
H -0.36 -1.05 -2.73
H -1.83 0.63 -1.82
H -2.25 0.68 0.65
H -1.06 -0.91 2.10
C 0.55 3.02 -0.87
C 1.01 2.52 0.51
H 1.04 2.43 -1.70
H -0.52 2.82 -0.99
H 0.78 4.03 -0.99
H 0.77 1.45 0.61
H 2.12 2.62 0.62
H 0.50 3.10 1.34
```

Summary:
**HOMO level**: -9.12 eV
**Net charge**: 0
**E_LUMO**: 0.038 Eh
**Structure (SMILES)**: Cc1ccccc1.CC
**Energy above the lowest of the compared OMol25 structures with the same formula, charge and spin**: 8.7 kcal per mole
**Frontier orbital gap**: 10.15 eV
**Total energy**: -9559.80376 eV